(1)
12
Properties=species:S:1:pos:R:3:forces:R:3 method="wB97M-V/def2-TZVPD" gap_ev=8.7 e_lumo_ev=-0.45 energy_ev=-28051.859 total_charge=0
S -1.8214 0.9877 1.5476 2.0 -0.6 0.5
H -0.3631 -1.3733 -1.0398 -0.5 -1.8 1.3
C 1.5689 0.2277 -0.3488 0.8 -2.2 1.4
Cl -1.4418 -0.2174 -2.7429 -1.3 0.0 -1.0
H 0.1747 0.0232 2.0780 0.2 0.6 0.2
N 0.5642 0.4062 -1.3400 -1.0 0.4 -0.3
H 1.9017 1.2228 0.0523 0.0 -1.2 -0.5
C -0.3574 -0.4363 -1.4841 2.3 1.8 -0.5
H 2.3910 -0.4383 -0.8037 -0.7 1.6 0.6
H -2.9760 0.3690 1.5153 -0.9 -0.5 0.0
H 1.2145 -0.4565 0.5197 0.5 1.2 -1.1
C -0.8553 -0.3151 2.0463 -1.5 0.5 -0.5



(2)
134
Properties=species:S:1:pos:R:3:forces:R:3 method="wB97M-V/def2-TZVPD" gap_ev=8.6 e_lumo_ev=0.16 energy_ev=-179108.867 total_charge=0
H 1.9679 0.7358 -0.0832 -1.1 0.0 -0.5
O 4.4929 2.6921 -0.1084 -1.5 -0.1 0.8
C 4.5016 1.5916 -2.8382 -1.2 0.4 -1.2
H 6.2523 -2.2703 -1.9441 -0.4 -0.3 0.4
H -1.0697 -3.6511 -5.2095 -0.7 0.1 -0.2
H -1.1931 1.3799 3.8279 -0.2 -0.1 -0.2
H 3.1100 0.7353 1.9904 -0.2 -0.2 -0.6
O -3.6312 -0.8295 -2.8365 -0.1 0.2 -0.4
C -5.6992 -1.3225 1.5410 0.1 0.1 1.1
H 1.8588 -4.1620 2.9480 0.0 -0.5 0.0
H 2.1976 2.8802 -5.4168 0.2 -0.3 -0.3
C 0.5695 5.0394 -0.4087 -0.1 0.4 0.6
H 5.5031 3.8241 2.3302 0.7 -0.5 0.0
H -2.7073 3.9415 -5.2791 0.0 -0.1 0.2
C -2.1362 1.0627 4.2744 -0.9 0.6 1.0
H -0.0735 0.2111 -5.6013 -0.6 0.9 0.7
H -3.1263 -2.2315 -0.8852 0.1 -1.6 -0.1
S -1.3291 -2.6708 0.4584 -1.2 0.2 0.8
H -0.3200 1.1302 -4.0389 0.2 0.0 0.2
H 2.8833 3.9639 -4.2074 0.1 -0.7 -0.2
H -6.1452 -0.3209 1.5721 0.0 -0.3 0.3
C -4.7169 -3.4376 2.7501 0.5 -2.7 -0.3
H -1.7264 0.3892 -4.8636 0.1 -0.1 0.1
H -1.4164 1.7250 -1.4238 0.0 -0.6 -0.1
S -1.0772 2.3937 -5.8957 0.9 0.4 0.9
H 0.3331 3.4017 6.5894 0.1 0.1 -0.7
H 1.0633 4.7845 5.7154 0.1 0.9 0.0
C -1.1290 -3.2638 -4.1937 1.5 -0.1 -0.2
H 2.9325 -4.6757 4.3112 0.0 -0.3 0.0
H 6.3740 -3.7698 -0.9150 -0.4 0.4 -0.6
H 1.1040 -1.9779 2.3264 0.1 0.0 -0.2
C 1.1032 0.1635 -0.5107 0.0 0.3 0.5
C -5.1125 -2.0766 -4.6287 0.0 0.2 1.1
H 4.7113 4.8722 1.1147 0.3 0.4 -0.2
O -1.1172 1.6538 6.6008 0.1 0.2 0.4
H 1.5579 5.4812 -0.4762 0.3 0.3 1.2
H -1.4438 -4.8543 1.3490 -0.5 -0.5 0.3
C 3.8120 -3.4679 0.5930 0.5 0.8 0.0
H -3.2761 -3.9824 -0.1994 -0.2 0.1 0.3
H -1.3834 -0.0991 -1.6648 0.3 0.2 -0.3
S 2.6382 3.0749 6.1090 0.8 -0.1 -1.0
S -4.9627 -1.7969 3.2113 0.6 1.5 -2.4
C -1.4073 0.7297 -0.9622 0.0 -0.1 1.2
O -1.6515 2.0393 -7.2056 -0.7 -0.2 -0.4
H 3.2277 0.7679 5.8944 0.1 -0.1 0.3
H 4.8654 1.0466 2.1414 -0.2 0.5 -0.2
C -2.3430 3.0462 -4.7641 0.0 0.3 -1.0
H -5.6367 -2.6418 -3.8249 0.4 0.5 -0.4
C 2.2921 1.3111 5.8536 -1.0 0.8 -0.1
H -4.4403 -4.0203 3.6387 0.2 0.4 0.0
C 2.1848 -3.9753 3.9683 -0.4 -0.7 -0.3
N 0.2759 -3.3999 -3.7068 -0.7 1.5 0.1
S 0.5516 4.4333 -2.0348 -2.0 -2.4 -1.0
H 1.6416 -4.3642 -2.4392 0.1 0.4 -0.5
C -2.6460 -3.2382 -0.6658 0.7 1.8 0.1
H 2.1297 -2.4269 -3.6218 -0.1 -0.1 -0.1
H -6.4127 -2.0783 1.1711 0.4 0.3 0.2
H 4.3129 -4.3733 0.8595 0.5 -0.6 0.3
H 6.2209 -2.2969 -0.1455 -0.2 1.0 0.4
O -0.0753 -5.3379 -2.6720 -1.4 -2.0 0.7
H -1.8682 3.3109 -3.8248 0.1 -0.1 0.1
H 0.4078 4.2749 0.3387 0.8 -0.5 0.0
H 0.8213 -1.3745 -3.2901 -0.5 0.2 0.0
H -4.7852 -1.2270 0.9802 0.2 -0.3 -0.8
H 3.9856 2.9623 -5.0660 1.8 -0.2 -1.4
S 2.8907 -2.3827 3.9694 0.1 -0.2 -2.1
O -0.5777 3.3856 -2.1645 1.5 1.7 0.1
O 3.5779 -1.7512 -1.3198 -1.7 3.3 -0.5
O 0.5760 1.2264 2.0838 0.7 -0.4 -0.3
S -1.7091 0.4680 5.9303 -0.2 -0.4 -0.4
H -2.7037 0.3058 3.7402 0.4 -0.3 -0.3
H 2.7492 -3.6367 0.7184 -0.2 0.2 -0.3
H -3.8911 1.2770 6.3345 0.1 -0.4 0.2
C 4.5855 4.1828 1.9283 -1.6 -0.1 0.4
H 4.5205 0.6847 -2.2913 0.0 -0.6 1.1
H 0.6592 3.3450 4.7886 -0.5 -0.4 -0.7
O -2.1116 -2.1603 1.6611 0.9 -0.2 -0.7
C 3.8585 1.4808 2.2049 0.1 0.0 -0.6
H -2.8478 1.9004 4.4820 0.8 -0.3 -0.4
O 2.8519 -2.0106 5.3619 0.5 1.2 2.8
H -0.8134 6.4572 -2.2014 -0.2 -0.3 0.3
H -0.2098 5.7651 -0.2270 -0.1 0.4 -0.2
S 3.5842 2.9158 1.1210 2.4 -0.7 -1.1
S -4.4559 -0.5032 -4.0528 0.3 -0.6 0.6
C -0.2821 1.1324 1.2208 -1.1 0.5 -0.8
S 4.1695 -3.0381 -1.1166 -0.5 -3.1 -0.3
C -0.7566 0.8747 -4.9968 0.0 -0.8 -0.8
C -0.0748 5.9180 -2.7870 -0.4 0.1 -0.1
H -1.4568 -2.2111 -4.1750 0.4 -0.4 0.0
H 4.0097 4.6243 2.7281 -0.1 0.2 0.3
H -6.8779 0.0173 -4.0219 1.1 0.1 0.4
H -2.1381 -3.6634 -1.5177 -0.1 0.0 -0.5
H -3.9107 -0.4667 5.9087 0.0 -0.1 0.2
C 5.8723 -2.7780 -1.0400 2.5 -1.3 0.4
H 1.1082 -1.9363 -4.9592 -0.1 0.1 0.1
O -5.9689 -1.7589 4.2438 -1.8 0.1 1.8
C 0.6463 -4.4160 -2.9200 0.5 1.1 0.0
H 4.1538 -2.5978 1.1728 -0.2 -0.4 0.1
H -5.5436 -4.0207 2.3163 -0.3 0.7 0.1
H 5.1489 1.4590 -3.6717 0.8 0.3 -0.7
H 3.6271 1.8040 3.1846 0.0 0.6 1.3
H 0.7175 6.6001 -3.0125 0.6 0.3 -0.3
H -3.8841 -3.4810 2.0499 0.1 0.2 0.1
H 4.5920 2.5059 -2.2771 0.6 0.0 0.5
H 0.2061 -4.2053 1.5376 -0.4 0.2 0.0
H 0.7266 -1.6195 4.0486 -0.5 0.0 0.2
H -5.7844 1.3169 -3.4742 0.0 0.2 0.1
C 1.4658 -1.5773 3.2669 0.9 1.6 -0.2
O 3.6201 3.4089 4.9790 -1.2 0.0 0.8
H -3.1693 2.3599 -4.6375 -0.1 -0.3 0.0
C 0.9568 3.7270 5.7354 1.2 -0.9 1.3
C -0.6716 -4.2818 0.8835 1.2 -0.1 -1.2
C 3.0147 2.9700 -4.7104 -1.5 1.7 1.9
H 1.8121 -0.5146 3.1384 -0.8 -1.0 0.0
H 1.3411 -3.9336 4.6589 0.0 -0.1 -0.1
H 1.3125 -0.8475 -0.1978 -0.2 -0.6 0.3
N -0.2349 0.6346 -0.0342 1.4 -0.2 0.1
H 1.1715 0.1277 -1.5899 -0.2 0.4 -0.2
H -3.4179 0.0845 7.5913 0.1 -0.1 -0.5
H -5.7833 -1.8324 -5.4334 -0.1 -0.3 -0.6
H -4.1897 -2.5707 -4.9153 -0.2 -0.4 -0.4
H -0.5394 5.5577 -3.6851 -0.1 0.0 -0.6
C -3.4141 0.2976 6.5115 0.0 0.7 0.0
C -5.9457 0.2440 -3.4329 -1.3 0.3 -0.2
C 1.0948 -2.2228 -3.9064 1.0 -0.2 0.0
H -2.3641 0.5632 -0.4136 0.8 0.2 0.0
H -1.8018 -3.8466 -3.5905 -0.1 -0.4 0.1
H -6.0791 -0.0366 -2.3849 0.1 -0.2 -0.2
O 2.4918 0.4532 -4.2783 0.5 0.6 0.6
H 1.8576 1.2284 4.8395 0.1 -0.1 0.5
H -0.3135 -4.7378 -0.0795 -0.5 0.2 0.8
H 1.5547 1.0272 6.6271 0.4 -0.2 -0.4
H -1.2556 1.5758 1.4148 -0.7 0.0 0.1
S 2.8277 1.6976 -3.4719 -1.2 -1.2 -0.4



(3)
91
Properties=species:S:1:pos:R:3:forces:R:3 method="wB97M-V/def2-TZVPD" gap_ev=9.7 e_lumo_ev=2.43 energy_ev=-65652.010 total_charge=-1
H -1.4202 3.2201 1.1796 0.1 -0.1 0.1
H 3.0665 -0.1346 4.0576 0.0 0.4 0.2
H -1.0143 -4.1671 -1.3515 0.1 -0.4 -0.4
H 3.1653 2.2449 -2.0713 -0.2 0.2 -0.5
H 0.3254 -2.8480 4.6702 0.0 0.0 0.0
H -5.2239 -1.0176 3.3887 -0.2 0.3 0.2
F -0.1826 1.1466 0.6768 0.8 0.1 -0.8
C 0.2437 -4.5383 3.3936 1.0 1.0 -0.6
H 4.2479 -0.7499 2.9588 -0.1 0.4 -0.4
H 1.9602 -3.8981 -2.4996 0.0 0.1 0.0
H -3.7089 -2.4736 0.7059 0.1 0.2 -0.5
H 1.7176 3.5788 -3.6351 0.3 0.1 0.5
C 3.2232 4.4197 -2.6152 -0.1 -1.7 -2.3
H 3.4107 5.4049 -2.1965 -0.4 -0.2 0.6
O 1.1636 -5.1873 4.2780 -0.4 -0.2 0.4
H -2.4787 -4.9923 -2.1655 0.5 0.0 -0.5
C 3.5842 3.1989 -1.7676 1.6 0.8 1.2
O 0.8671 2.2421 3.7406 0.3 -0.3 0.1
H -3.8726 -2.0606 -3.2396 -0.2 -0.1 0.1
C -2.4105 -2.7855 -2.2062 -0.1 0.0 -0.5
H -2.5533 0.4433 -2.8789 0.0 0.1 -0.3
C 4.0420 4.3732 -3.9451 0.3 -0.1 0.5
F -0.7422 -0.1274 -1.0984 0.7 0.2 -0.8
H 0.1998 1.6043 3.4688 0.0 0.2 -0.2
H 4.1694 3.3277 -4.2382 -0.1 0.0 -0.2
C 4.3870 1.4281 3.2334 0.1 0.0 0.8
O 3.3282 1.8606 2.4021 0.2 0.0 -0.5
C 4.5906 2.4347 4.3605 0.0 -0.5 0.6
H -0.5099 -2.1107 -3.0039 -0.1 0.1 0.1
H 5.3635 1.4298 2.7284 -0.2 -0.2 -0.5
C -4.3959 -1.6290 0.8274 0.1 -1.0 0.3
H -1.9167 2.8020 2.5563 0.0 0.0 -0.1
H 5.3169 1.9779 5.0421 0.2 0.2 -0.1
H 3.3888 3.3081 -0.6971 -0.5 0.2 -0.1
H -3.1009 -1.2903 2.4957 0.0 0.0 0.1
H -3.3741 3.1474 -4.4981 0.2 -0.1 -0.3
H 1.5996 -2.8240 3.5023 0.0 -0.1 -0.4
F 1.5078 0.5688 -0.9455 -0.4 0.6 -0.1
O 1.9539 -3.0481 -2.9505 0.0 0.0 0.1
H -2.5989 -4.1762 -0.6460 0.1 -0.2 0.0
C -2.4497 3.0534 -3.9172 -0.4 -0.2 0.4
H -5.3138 -2.1375 1.1405 -0.1 0.4 0.1
H 5.0516 4.7930 -3.8717 -0.1 0.0 0.2
F 1.5290 -0.2166 1.2121 0.4 -0.4 -0.3
P 0.4714 -0.1864 -0.0051 -1.9 -0.2 1.8
H 3.7076 2.6045 4.9794 -0.2 0.0 -0.3
H 4.9874 3.3868 4.0149 -0.1 0.0 -0.1
H -3.6462 3.1943 -2.1478 0.5 0.1 0.6
H 4.7888 -0.3453 4.4954 -0.1 0.5 0.3
C 0.5398 -3.0481 3.6143 -0.3 0.1 0.9
H 3.0059 1.1028 1.8928 0.0 0.1 -0.1
H 0.6817 -6.0303 1.7900 -0.2 -0.1 0.3
C -2.0724 -4.1527 -1.6091 -0.8 1.2 1.3
H -0.8139 -4.6769 3.6407 0.1 -0.6 0.2
H -2.3285 -1.9834 -1.4633 0.1 -0.3 0.2
H 0.8852 1.1598 -4.5659 0.1 0.1 0.1
H -4.1922 1.0864 -3.2450 0.0 -0.2 0.1
H -0.2252 -4.5878 1.2877 -0.1 -0.1 0.1
H 1.7605 -2.4053 -2.2517 0.0 -0.1 0.0
H -1.3249 1.7312 -1.5457 -0.1 -0.1 0.2
C -4.8371 -0.1408 2.8572 0.1 -0.6 0.3
H 1.5897 2.1278 3.0953 -0.2 0.2 0.3
H -1.7426 2.3351 -4.3331 -0.2 0.0 -0.3
H 1.4648 -4.4649 1.6401 0.1 -0.1 0.1
H -4.5693 -1.1507 -0.1329 0.1 0.2 0.0
H -3.6319 0.7675 -1.5679 -0.2 0.2 0.0
H -0.0623 -2.3157 3.0759 0.0 -0.4 -0.4
H -1.9483 4.0199 -3.9060 0.0 0.0 0.3
C -2.8258 2.5615 -2.5106 0.6 -0.5 -0.9
O -1.6446 2.6197 -1.7246 -0.4 0.7 0.4
H -5.6847 0.3874 2.4225 0.2 0.0 -0.4
C -1.4947 -2.4181 -3.3510 0.3 -0.3 -0.8
O 0.9423 1.9120 -3.9660 -0.1 -0.5 0.0
C -3.3424 1.1299 -2.5571 -0.1 0.0 0.0
F -0.5994 -1.0390 0.9231 0.4 -0.4 0.1
H 0.8203 1.5361 -3.0798 0.0 0.2 -0.1
H -2.2788 0.0280 0.9521 0.0 0.2 0.0
H 3.5183 4.9144 -4.7304 -0.1 0.0 0.0
C 4.0951 0.0184 3.7296 0.4 -1.1 -0.1
O -3.7794 -2.8219 -2.6547 0.2 -0.1 -0.1
F 0.9887 -1.5958 -0.6095 0.1 -0.1 0.0
H -1.3203 -3.2641 -4.0251 -0.1 -0.1 0.1
C 0.5463 -4.9612 1.9676 0.0 0.7 -0.6
H -4.3401 0.5166 3.5707 -0.1 0.0 0.0
O -3.1087 0.3861 1.3043 0.1 -0.3 0.0
O -1.3474 3.4428 2.1177 -0.3 0.2 -0.2
H 4.6804 3.1017 -1.7796 -0.1 -0.2 -0.1
O 1.8609 4.3071 -3.0037 -0.5 0.9 0.3
C -3.8098 -0.7102 1.8955 -0.2 0.8 -0.3
H -1.9163 -1.6367 -3.9932 0.0 0.2 0.3
H 1.4159 -6.0383 3.9112 -0.2 0.0 0.0



(4)
11
Properties=species:S:1:pos:R:3:forces:R:3 method="wB97M-V/def2-TZVPD" gap_ev="4.5 / 4.5" e_lumo_ev="3.74 / 3.74" energy_ev=-9792.985 total_charge=-1
H 0.4022 1.8858 0.9358 0.4 1.6 0.9
C -1.2956 1.1630 -0.4035 -0.8 3.1 1.6
H 1.0287 -0.9711 1.1119 -1.3 1.8 -3.1
C -0.6086 -0.8833 -0.4498 -0.8 2.1 -1.0
H -0.7041 -1.8120 -0.9048 0.2 -1.6 -0.2
O 2.1853 -3.2895 0.1359 -0.3 0.5 0.3
N 1.8733 -2.5442 1.0918 0.3 -0.6 0.1
H -2.1949 1.8326 -0.5533 1.7 0.0 0.3
C -0.1707 1.1646 0.4709 -2.9 -3.0 -3.9
O -1.6077 0.0168 -0.9785 2.0 -1.6 1.2
C 0.2716 -0.2022 0.3013 1.6 -2.3 3.7